Entry 1:
Formula: C31H49BClO2PPt
Source: the Open Molecules 2025 dataset
Level of theory: wB97M-V/def2-TZVPD

Atoms and positions in Å:
Pt (-0.7100, 0.1047, 0.9319)
P (0.5429, -0.3776, -0.9461)
Cl (-2.1343, -2.4808, 0.2125)
C (1.0615, 0.1069, 2.1441)
H (2.1332, 0.5362, 1.8667)
H (1.0421, -0.7725, 2.9238)
C (-0.6286, -0.4592, -2.3668)
C (1.3015, -2.0593, -0.6784)
C (-0.0950, -0.3687, -3.8046)
H (-1.0357, -1.4720, -2.2105)
C (-1.2261, -0.6823, -4.8011)
H (0.2780, 0.6473, -4.0052)
H (0.7469, -1.0524, -3.9820)
C (-2.4677, 0.1979, -4.5958)
H (-0.8588, -0.5681, -5.8299)
H (-1.5239, -1.7346, -4.6733)
C (-2.9272, 0.2270, -3.1370)
H (-2.2409, 1.2253, -4.9182)
H (-3.2802, -0.1625, -5.2349)
C (-1.7743, 0.5422, -2.1798)
H (-3.7237, 0.9658, -3.0070)
H (-3.3433, -0.7533, -2.8680)
H (-1.4050, 1.5559, -2.3845)
H (-2.1388, 0.5345, -1.1388)
C (1.9017, 0.8356, -1.2978)
C (2.5297, -1.9607, 0.2361)
H (0.4894, -2.5834, -0.1376)
C (3.1566, -3.3229, 0.5224)
H (3.2853, -1.3000, -0.2181)
H (2.2410, -1.5025, 1.1880)
C (3.4380, -4.0878, -0.7678)
H (4.0762, -3.1690, 1.1011)
H (2.4639, -3.9032, 1.1488)
C (2.1806, -4.1996, -1.6322)
H (4.2288, -3.5806, -1.3365)
H (3.8154, -5.0828, -0.5219)
C (1.5894, -2.8300, -1.9672)
H (2.4051, -4.7130, -2.5738)
H (1.4253, -4.7798, -1.0870)
H (2.2986, -2.2625, -2.5907)
H (0.6616, -2.9430, -2.5465)
C (1.3583, 2.2147, -1.6855)
H (2.3870, 0.9209, -0.3056)
C (2.4719, 3.2591, -1.7542)
H (0.8634, 2.1372, -2.6647)
H (0.6112, 2.5672, -0.9680)
C (3.6032, 2.8343, -2.6890)
H (2.0382, 4.2100, -2.0788)
H (2.8694, 3.4039, -0.7390)
C (4.0939, 1.4114, -2.3916)
H (3.2522, 2.8885, -3.7300)
H (4.4360, 3.5361, -2.5953)
C (2.9506, 0.3868, -2.3305)
H (4.8191, 1.0942, -3.1513)
H (4.6042, 1.4097, -1.4134)
H (2.4714, 0.3013, -3.3187)
H (3.3561, -0.6072, -2.0954)
C (-0.6197, 2.2566, 1.3910)
C (0.6369, 1.9732, 2.1871)
H (-0.4964, 2.8198, 0.4505)
C (0.6054, 2.3141, 3.6462)
H (1.5952, 2.0431, 1.6545)
C (-0.7838, 1.9429, 4.1850)
H (1.4760, 1.8232, 4.1435)
H (0.6471, 3.4226, 3.8224)
C (-1.8483, 2.8609, 3.6027)
H (-1.0629, 0.9158, 3.9531)
H (-0.8127, 2.0771, 5.2774)
C (-1.8796, 2.7978, 2.0883)
H (-2.8538, 2.7165, 4.0217)
H (-1.6164, 3.8930, 3.9386)
H (-2.7558, 2.2037, 1.8349)
H (-2.1202, 3.8014, 1.7328)
O (-3.6222, -0.6029, 1.7113)
B (-2.2561, -1.1666, 1.5721)
O (-1.9780, -1.7819, 2.9115)
C (-3.0101, -1.4930, 3.7298)
C (-3.2474, -1.8811, 5.0531)
C (-4.4207, -1.4403, 5.6566)
C (-5.3165, -0.6111, 4.9799)
C (-5.1103, -0.2693, 3.6465)
C (-3.9565, -0.7291, 3.0105)
H (-2.5255, -2.4919, 5.5937)
H (-4.6360, -1.7411, 6.6855)
H (-6.1930, -0.2489, 5.5261)
H (-5.8041, 0.3121, 3.0682)

Calculated values
⟨S²⟩	6.01
net charge	0
2S+1	5
Kohn-Sham gap (alpha / beta)	6.4 / 5.3	eV
E_HOMO (alpha / beta)	-6.111 / -7.293	eV

Quick look at the Mulliken charges, all values in e:
1 Pt 2.40
2 P -2.79
3 Cl -0.28
4 C -1.43
5 H 0.54
6 H 0.11
7 C 0.40
8 C 0.58
9 C -0.66
10 H 1.00
11 C -0.86
12 H 0.27
13 H 0.23
14 C -0.75
15 H 0.40
16 H 0.37
17 C -0.87
18 H 0.32
19 H 0.41
20 C -0.15
21 H 0.39
22 H 0.36
23 H 0.25
24 H -0.23
25 C 0.89
26 C 0.11
27 H 0.71
28 C -0.95
29 H 0.17
30 H -0.66
31 C -0.70
32 H 0.43
33 H 0.37
34 C -0.97
35 H 0.31
36 H 0.39
37 C -0.62
38 H 0.41
39 H 0.37
40 H 0.14
41 H 0.30
42 C 0.18
43 H 0.61
44 C -0.74
45 H 0.31
46 H -1.03
47 C -0.77
48 H 0.42
49 H 0.34
50 C -0.93
51 H 0.34
52 H 0.43
53 C -0.37
54 H 0.40
55 H 0.36
56 H 0.18
57 H 0.10
58 C 0.37
59 C -0.78
60 H -0.19
61 C -1.30
62 H 1.20
63 C -0.22
64 H 0.37
65 H 0.41
66 C -0.82
67 H -0.14
68 H 0.39
69 C -0.79
70 H 0.38
71 H 0.37
72 H 0.22
73 H 0.39
74 O -0.66
75 B 0.59
76 O -0.65
77 C 0.83
78 C -1.06
79 C -0.45
80 C -0.55
81 C -0.81
82 C 0.72
83 H 0.44
84 H 0.35
85 H 0.37
86 H 0.47

***

Entry 2:
Formula: C4H12
Source: the Open Molecules 2025 dataset
Level of theory: wB97M-V/def2-TZVPD

Atoms and positions in Å:
C (0.2620, 2.0079, 1.2228)
C (0.6928, 0.5562, 1.4920)
H (1.0761, 2.7061, 1.0818)
H (-0.3808, 2.0127, 0.3381)
H (-0.4424, 2.3205, 1.9965)
H (0.4849, 0.3159, 2.5437)
H (1.7780, 0.4217, 1.5601)
H (0.3674, -0.1624, 0.7529)
C (-0.4549, -1.8434, -0.8731)
C (-0.5158, -0.6948, -1.8737)
H (-0.8839, -2.7379, -1.3131)
H (0.5440, -2.1106, -0.5411)
H (-0.9248, -1.5790, 0.0673)
H (-1.5011, -0.2430, -1.9162)
H (-0.3037, -1.0499, -2.8861)
H (0.2023, 0.0801, -1.6518)

Calculated values
structure (SMILES)	CC.CC
net charge	0
Kohn-Sham gap	12.8	eV
E_HOMO	-11.575	eV

Quick look at the Mulliken charges, all values in e:
1 C -0.89
2 C -0.27
3 H 0.26
4 H 0.30
5 H 0.29
6 H 0.35
7 H 0.31
8 H -0.37
9 C -1.01
10 C -0.75
11 H 0.32
12 H 0.31
13 H 0.32
14 H 0.24
15 H 0.32
16 H 0.26

***

Entry 3:
Formula: C40H40IrN3O3P2S
Source: the Open Molecules 2025 dataset
Level of theory: wB97M-V/def2-TZVPD

Atoms and positions in Å:
Ir (0.5779, -1.6735, 0.4472)
O (0.3371, -2.9787, 2.5120)
C (-0.9088, -3.6440, 2.5906)
C (-1.5933, -3.6372, 1.2501)
C (-2.7108, -4.4516, 1.0945)
C (-3.3154, -4.5748, -0.1397)
C (-2.7554, -3.9099, -1.2207)
C (-1.6595, -3.1092, -1.0014)
N (-1.1059, -2.9269, 0.2194)
H (0.6958, -2.8059, 3.3898)
H (-1.5645, -3.1855, 3.3392)
H (-0.7696, -4.6956, 2.8614)
H (-3.0774, -5.0044, 1.9488)
H (-4.1854, -5.2047, -0.2656)
H (-3.1577, -4.0063, -2.2185)
H (-1.1728, -2.5929, -1.8156)
O (4.6019, -1.5156, 0.7645)
C (3.4641, -1.8653, 0.6032)
O (2.4301, -1.2098, 1.0801)
C (3.1042, -3.1237, -0.1188)
C (4.0642, -4.0285, -0.5283)
C (3.6447, -5.2004, -1.1352)
C (2.2849, -5.4113, -1.3029)
C (1.3917, -4.4487, -0.8708)
N (1.7973, -3.3141, -0.2887)
H (5.1053, -3.7951, -0.3554)
H (4.3622, -5.9387, -1.4660)
H (1.9097, -6.3126, -1.7659)
H (0.3313, -4.5907, -1.0012)
C (-0.4165, 7.0322, -1.0415)
S (0.1435, 5.3924, -1.5369)
C (-1.4354, 4.5004, -1.5096)
C (-1.1757, 3.0013, -1.4258)
C (-0.5792, 2.6045, -0.0828)
N (-0.2133, 1.1832, -0.0071)
P (1.2036, 0.4188, -0.4337)
C (2.4210, 1.5574, 0.2643)
C (2.8648, 1.5500, 1.5937)
C (3.6154, 2.6082, 2.0740)
C (3.9239, 3.6837, 1.2525)
C (3.4691, 3.7078, -0.0568)
C (2.7226, 2.6522, -0.5516)
C (1.5894, 0.3260, -2.1776)
C (0.5949, 0.3170, -3.1567)
C (0.9425, 0.1679, -4.4894)
C (2.2756, 0.0007, -4.8413)
C (3.2633, -0.0082, -3.8665)
C (2.9282, 0.1612, -2.5336)
P (-0.9814, -0.0228, 0.8660)
C (-2.6384, -0.0080, 0.1431)
C (-3.7338, 0.5294, 0.8198)
C (-4.9405, 0.7160, 0.1568)
C (-5.0608, 0.3797, -1.1811)
C (-3.9648, -0.1256, -1.8718)
C (-2.7630, -0.3084, -1.2143)
C (-1.1521, 0.3839, 2.6051)
C (-0.2943, 1.3201, 3.1781)
C (-0.3396, 1.5508, 4.5446)
C (-1.2266, 0.8420, 5.3403)
C (-2.0767, -0.0991, 4.7735)
C (-2.0422, -0.3304, 3.4086)
H (0.4616, 7.6733, -1.0184)
H (-0.8628, 7.0055, -0.0494)
H (-1.1246, 7.4356, -1.7623)
H (-1.9969, 4.7257, -2.4162)
H (-2.0244, 4.8438, -0.6560)
H (-0.4877, 2.7150, -2.2283)
H (-2.1069, 2.4551, -1.5905)
H (-1.2894, 2.8010, 0.7242)
H (0.3119, 3.2027, 0.1236)
H (2.6415, 0.7232, 2.2404)
H (3.9730, 2.5872, 3.0943)
H (4.5186, 4.5019, 1.6346)
H (3.6926, 4.5460, -0.7011)
H (2.3778, 2.6973, -1.5767)
H (-0.4403, 0.4600, -2.8805)
H (0.1795, 0.1897, -5.2550)
H (2.5458, -0.1146, -5.8821)
H (4.3008, -0.1295, -4.1456)
H (3.7039, 0.1816, -1.7806)
H (-3.6547, 0.8209, 1.8565)
H (-5.7830, 1.1349, 0.6897)
H (-6.0010, 0.5284, -1.6941)
H (-4.0471, -0.3591, -2.9251)
H (-1.8990, -0.6447, -1.7683)
H (0.4037, 1.8707, 2.5620)
H (0.3163, 2.2880, 4.9872)
H (-1.2631, 1.0266, 6.4051)
H (-2.7756, -0.6411, 5.3957)
H (-2.7202, -1.0537, 2.9684)

Calculated values
net charge	+2
Kohn-Sham gap	6.6	eV
E_HOMO	-12.435	eV

Quick look at the Mulliken charges, all values in e:
1 Ir 2.23
2 O -0.45
3 C -0.99
4 C 0.63
5 C -0.85
6 C -0.85
7 C -0.92
8 C -0.71
9 N 1.21
10 H 0.33
11 H 0.39
12 H 0.57
13 H 0.57
14 H 0.48
15 H 0.57
16 H 0.77
17 O -0.63
18 C 0.25
19 O -0.94
20 C 0.82
21 C -1.02
22 C -0.40
23 C -1.02
24 C -0.01
25 N -0.09
26 H 0.58
27 H 0.49
28 H 0.47
29 H 0.46
30 C -0.98
31 S 0.03
32 C -1.16
33 C -0.16
34 C -0.73
35 N 0.55
36 P 0.54
37 C 0.85
38 C -0.69
39 C -1.00
40 C -0.71
41 C -0.79
42 C -0.62
43 C 1.07
44 C -0.37
45 C -1.11
46 C -0.78
47 C -0.90
48 C -1.00
49 P 0.62
50 C 2.12
51 C -1.38
52 C -0.80
53 C -0.91
54 C -0.97
55 C 0.09
56 C 0.76
57 C -0.72
58 C -0.90
59 C -0.79
60 C -1.15
61 C -0.87
62 H 0.38
63 H 0.28
64 H 0.34
65 H 0.52
66 H 0.47
67 H 0.17
68 H 0.07
69 H 0.66
70 H 0.52
71 H 0.67
72 H 0.52
73 H 0.43
74 H 0.53
75 H 0.57
76 H 0.33
77 H 0.50
78 H 0.44
79 H 0.49
80 H 0.57
81 H 0.50
82 H 0.50
83 H 0.45
84 H 0.51
85 H -0.13
86 H 0.26
87 H 0.51
88 H 0.43
89 H 0.49
90 H 0.93

***

What did we get for total energy? Answer: -2306.72844; -159.57019; -3123.08073 Eh, in the order shown.